Formula: CH3NO2P2
Source: OMol25
Level of theory: ωB97M-V/def2-TZVPD

energy above the lowest of the compared OMol25 structures with the same formula, charge and spin: 126.5 kJ/mol
SMILES: [H]/N=C(/P=O)PO
gap between HOMO and LUMO: 7.868 eV

Geometry as ORCA input:
```
! RIJCOSX wB97M-V def2-TZVPD def2/J DEFGRID3
* xyz 0 1
C 0.54926 0.05704 0.62970
N 0.49068 1.24216 1.05541
O 2.27363 -0.04330 -1.24919
O -1.90734 -0.03951 -0.47266
P 2.34993 -0.32411 0.18285
P -0.70397 -1.16837 0.01735
H -0.40145 1.76949 1.14968
H -2.74816 -0.27294 -0.18781
H 0.09741 -1.22047 -1.12532
*
```

---

Formula: CH3NO2S
Source: OMol25
Level of theory: ωB97M-V/def2-TZVPD

energy above the lowest of the compared OMol25 structures with the same formula, charge and spin: 159.7 kJ/mol
gap between HOMO and LUMO: 8.222 eV

Geometry as ORCA input:
```
! RIJCOSX wB97M-V def2-TZVPD def2/J DEFGRID3
* xyz 0 1
C -1.30409 -0.68428 -0.14287
N -1.96539 -1.31337 0.60975
O -0.76615 -0.15975 -1.03132
O 1.75374 0.67072 -0.58212
S 1.57215 0.91551 1.30206
H -2.06763 -1.40100 1.59548
H 0.84106 0.40128 -0.85677
H 1.93631 1.57089 -0.89420
*
```

---

Formula: CH3NO2S
Source: OMol25
Level of theory: ωB97M-V/def2-TZVPD

energy above the lowest of the compared OMol25 structures with the same formula, charge and spin: 131.7 kJ/mol
gap between HOMO and LUMO: 9.187 eV

Geometry as ORCA input:
```
! RIJCOSX wB97M-V def2-TZVPD def2/J DEFGRID3
* xyz 0 1
C 0.70415 -0.74078 0.00340
N 0.95107 0.55776 -0.24472
O -1.50982 0.96745 -0.17661
O 1.40154 -1.70524 0.05237
S -1.40999 -0.47483 0.14813
H -2.04470 -0.59082 1.35465
H 0.17217 1.23936 -0.31402
H 1.73557 0.74711 -0.82319
*
```

---

Formula: CH3NO2S2
Source: OMol25
Level of theory: ωB97M-V/def2-TZVPD

energy above the lowest of the compared OMol25 structures with the same formula, charge and spin: 192.0 kJ/mol
gap between HOMO and LUMO: 10.118 eV

Geometry as ORCA input:
```
! RIJCOSX wB97M-V def2-TZVPD def2/J DEFGRID3
* xyz 0 1
C 1.35155 1.89853 -0.82807
N -1.93299 -1.69298 0.15249
O -0.20059 0.62466 0.83090
O -0.06668 -2.45912 1.59328
S 0.22753 0.84153 -0.53482
S -1.26189 -1.64331 1.46828
H 1.35122 2.12264 -1.82869
H 2.07283 2.36513 -0.14041
H -1.54097 -2.05708 -0.71296
*
```

---

Formula: CH3NO2S2
Source: OMol25
Level of theory: ωB97M-V/def2-TZVPD

energy above the lowest of the compared OMol25 structures with the same formula, charge and spin: 241.9 kJ/mol
gap between HOMO and LUMO: 8.946 eV

Geometry as ORCA input:
```
! RIJCOSX wB97M-V def2-TZVPD def2/J DEFGRID3
* xyz 0 1
C -0.25475 -0.82115 1.68584
N 0.10536 1.16417 -0.45057
O 0.73803 2.14925 -2.72649
O 0.65898 -0.34989 -2.54150
S -0.93925 -0.40414 -0.07141
S 0.50766 0.96225 -1.95987
H 0.65647 -1.35374 1.85897
H -1.14000 -1.46701 1.97108
H -0.33251 0.12025 2.23395
*
```

---

Formula: CH3NO2S2
Source: OMol25
Level of theory: ωB97M-V/def2-TZVPD

expectation value of S²: 2.01
energy above the lowest of the compared OMol25 structures with the same formula, charge and spin: 294.6 kJ/mol
gap between HOMO and LUMO (spin up / spin down): 6.003 / 6.542 eV

Geometry as ORCA input:
```
! RIJCOSX wB97M-V def2-TZVPD def2/J DEFGRID3
* xyz 0 3
C -0.12495 -1.16248 0.04264
N 0.12272 1.24408 0.15582
O -2.22142 0.43086 -0.60520
O 2.35570 0.34012 -0.60355
S -1.36830 0.12713 0.47835
S 1.31436 0.11081 0.41373
H 0.00707 -2.13818 0.59583
H -0.12322 -1.20699 -0.96691
H 0.03805 2.25466 0.48929
*
```

---

Formula: CH3NO3
Source: OMol25
Level of theory: ωB97M-V/def2-TZVPD

energy above the lowest of the compared OMol25 structures with the same formula, charge and spin: 233.8 kJ/mol
SMILES: O=[N+]([O-])CO
gap between HOMO and LUMO: 11.122 eV

Geometry as ORCA input:
```
! RIJCOSX wB97M-V def2-TZVPD def2/J DEFGRID3
* xyz 0 1
C 0.12737 -0.27423 0.00284
N 1.56019 0.09894 0.01956
O 1.84470 1.25031 -0.20786
O 2.41497 -0.70200 0.28187
O -0.61232 0.87451 0.51087
H -0.09204 -0.41578 -1.06460
H 0.07259 -1.17698 0.61884
H -0.76930 1.56187 -0.30920
*
```

---

Formula: CH3NO3
Source: OMol25
Level of theory: ωB97M-V/def2-TZVPD

expectation value of S²: 2.01
energy above the lowest of the compared OMol25 structures with the same formula, charge and spin: 44.2 kJ/mol
gap between HOMO and LUMO (spin up / spin down): 7.884 / 9.364 eV

Geometry as ORCA input:
```
! RIJCOSX wB97M-V def2-TZVPD def2/J DEFGRID3
* xyz 0 3
C -1.06971 0.03770 -0.12151
N -1.19356 1.22810 0.04567
O 2.26753 -0.44954 -0.00128
O -1.86494 -0.99367 -0.11628
O 1.41204 0.57933 -0.30636
H -1.45144 -1.77102 -0.52362
H -0.39109 1.85052 0.05028
H 2.29118 -0.48142 0.97310
*
```

---

Formula: CH3NO3P
Source: OMol25
Level of theory: ωB97M-V/def2-TZVPD

energy above the lowest of the compared OMol25 structures with the same formula, charge and spin: 165.9 kJ/mol
SMILES: N=[P@]([O-])(O)C=O
gap between HOMO and LUMO: 8.379 eV

Geometry as ORCA input:
```
! RIJCOSX wB97M-V def2-TZVPD def2/J DEFGRID3
* xyz -1 1
C 1.23933 -0.07884 -0.55766
N -0.60375 -0.39572 1.26374
O -0.50769 2.06269 0.01677
O 2.26931 0.26456 0.03380
O -1.40850 -0.14700 -1.18375
P -0.40462 0.59951 -0.04232
H 1.08273 -1.28150 -0.75280
H 0.02489 -0.05630 1.89489
H -1.69168 -0.96739 -0.67266
*
```

---

Formula: CH3NO3PS
Source: OMol25
Level of theory: ωB97M-V/def2-TZVPD

energy above the lowest of the compared OMol25 structures with the same formula, charge and spin: 362.1 kJ/mol
gap between HOMO and LUMO (spin up / spin down): 6.209 / 6.120 eV

Geometry as ORCA input:
```
! RIJCOSX wB97M-V def2-TZVPD def2/J DEFGRID3
* xyz 1 1
C -0.48172 2.16783 2.98026
N -0.14801 1.84221 1.92402
O 0.89394 -1.16917 0.43261
O -1.40915 -0.41644 -0.27401
O 0.44965 -0.81852 -2.06733
P 0.10317 -0.32353 -0.59958
S 0.68303 1.60595 -0.43182
H 0.58496 -1.43920 1.29818
H -2.05369 -0.78918 -0.94096
H 1.37782 -0.65995 -2.32139
*
```

---

Formula: CH3NO3S
Source: OMol25
Level of theory: ωB97M-V/def2-TZVPD

energy above the lowest of the compared OMol25 structures with the same formula, charge and spin: 495.7 kJ/mol
gap between HOMO and LUMO (spin up / spin down): 9.242 / 6.191 eV

Geometry as ORCA input:
```
! RIJCOSX wB97M-V def2-TZVPD def2/J DEFGRID3
* xyz 0 1
C 0.01320 -0.17464 0.67813
N 3.93692 0.71163 -0.60392
O 4.98172 0.46452 -0.05113
O 0.72336 -2.38387 -0.47487
O 2.90879 0.15303 -0.48573
S 1.01812 -1.78672 0.79197
H 0.59727 0.22350 -0.19680
H -1.02277 -0.38918 0.46141
H 0.15444 0.39956 1.59266
*
```

---

Formula: CH3NO4
Source: OMol25
Level of theory: ωB97M-V/def2-TZVPD

energy above the lowest of the compared OMol25 structures with the same formula, charge and spin: 552.3 kJ/mol
SMILES: COO[N+](=O)[O-]
gap between HOMO and LUMO: 11.158 eV

Geometry as ORCA input:
```
! RIJCOSX wB97M-V def2-TZVPD def2/J DEFGRID3
* xyz 0 1
C -0.03261 0.11506 -0.13115
N 3.59640 -0.00857 0.01623
O 3.79335 1.17588 0.17550
O 4.34426 -0.90603 -0.06754
O 1.24856 0.63144 -0.04513
O 2.35077 -0.45347 -0.20564
H -0.70252 1.14841 -0.29513
H -0.35798 -0.54187 0.74357
H -0.32625 -0.36723 -1.12513
*
```

---

Formula: CH3NO4S
Source: OMol25
Level of theory: ωB97M-V/def2-TZVPD

energy above the lowest of the compared OMol25 structures with the same formula, charge and spin: 136.4 kJ/mol
gap between HOMO and LUMO (spin up / spin down): 8.656 / 8.404 eV

Geometry as ORCA input:
```
! RIJCOSX wB97M-V def2-TZVPD def2/J DEFGRID3
* xyz 0 1
C -1.66996 -1.48105 0.48300
N 1.60958 0.75405 -0.41283
O -1.70419 -2.63338 0.25377
O -0.97328 -0.54068 -0.10296
O 1.05214 3.07390 -0.03116
O 1.59152 -0.47833 -0.59830
S 0.38500 1.81720 -0.10096
H -2.48416 -1.06778 1.17725
H 2.36273 1.38406 -0.11154
H -0.16938 -0.82800 -0.55626
*
```

---

Formula: CH3NOP2
Source: OMol25
Level of theory: ωB97M-V/def2-TZVPD

energy above the lowest of the compared OMol25 structures with the same formula, charge and spin: 289.6 kJ/mol
SMILES: [H]/P=C/O[PH]#N
gap between HOMO and LUMO (spin up / spin down): 7.676 / 7.677 eV

Geometry as ORCA input:
```
! RIJCOSX wB97M-V def2-TZVPD def2/J DEFGRID3
* xyz 0 1
C -0.06115 -0.01056 -1.23838
N 0.20428 -1.18933 1.50871
O 1.13799 -0.70793 -1.08689
P 1.36359 -1.19190 0.59627
P -1.45433 -0.72571 -0.60103
H 0.11425 0.84627 -1.85645
H 2.82423 -1.22173 0.09359
H -2.29320 0.41479 -0.38136
*
```

---

Formula: CH3NOP2S
Source: OMol25
Level of theory: ωB97M-V/def2-TZVPD

energy above the lowest of the compared OMol25 structures with the same formula, charge and spin: 378.5 kJ/mol
gap between HOMO and LUMO (spin up / spin down): 7.317 / 7.038 eV

Geometry as ORCA input:
```
! RIJCOSX wB97M-V def2-TZVPD def2/J DEFGRID3
* xyz 0 1
C 1.21338 0.95518 0.14255
N 0.51170 1.51137 -0.73582
O -0.69074 -0.79363 0.34147
P 0.92410 -0.82112 0.60959
P -2.16299 -0.39163 1.05138
S -0.34914 1.20806 -1.98689
H 2.08065 1.41616 0.60824
H 1.21167 -1.38844 -0.80555
H -2.73864 -1.69594 0.77504
*
```

---

Formula: CH3NOS
Source: OMol25
Level of theory: ωB97M-V/def2-TZVPD

energy above the lowest of the compared OMol25 structures with the same formula, charge and spin: 276.6 kJ/mol
SMILES: ONC=S
gap between HOMO and LUMO: 9.148 eV

Geometry as ORCA input:
```
! RIJCOSX wB97M-V def2-TZVPD def2/J DEFGRID3
* xyz 0 1
C -1.23515 0.28629 -0.31232
N -0.22651 -0.54343 -0.00896
O 1.04603 -0.13111 -0.31104
S -2.81384 -0.04084 -0.01609
H -0.79866 1.22795 -0.61177
H -0.44896 -1.30057 0.69234
H 0.95447 0.87393 -0.40352
*
```

---

Formula: CH3NOS
Source: OMol25
Level of theory: ωB97M-V/def2-TZVPD

energy above the lowest of the compared OMol25 structures with the same formula, charge and spin: 21.9 kJ/mol
SMILES: NC(O)=S
gap between HOMO and LUMO: 9.398 eV

Geometry as ORCA input:
```
! RIJCOSX wB97M-V def2-TZVPD def2/J DEFGRID3
* xyz 0 1
S -1.56925 0.80663 -0.53448
O -0.21242 -1.37257 -0.43250
C -0.23363 -0.06763 -0.11214
N 0.81513 0.60008 0.44606
H -1.04479 -1.54244 -0.90895
H 1.62061 0.06548 0.78306
H 0.62434 1.51045 0.75896
*
```

---

Formula: CH3NOS
Source: OMol25
Level of theory: ωB97M-V/def2-TZVPD

energy above the lowest of the compared OMol25 structures with the same formula, charge and spin: 129.2 kJ/mol
SMILES: NSC=O
gap between HOMO and LUMO: 10.047 eV

Geometry as ORCA input:
```
! RIJCOSX wB97M-V def2-TZVPD def2/J DEFGRID3
* xyz 0 1
C -1.24065 -0.58783 0.07738
N 1.33278 0.29522 0.08996
O -2.47114 -0.54677 -0.05049
S -0.27213 0.90629 0.20067
H -0.78807 -1.59552 -0.03343
H 1.56455 0.58930 -0.92419
H 1.87467 0.93931 0.64009
*
```

---

Formula: CH3NOS2
Source: OMol25
Level of theory: ωB97M-V/def2-TZVPD

energy above the lowest of the compared OMol25 structures with the same formula, charge and spin: 134.3 kJ/mol
gap between HOMO and LUMO (spin up / spin down): 7.548 / 7.618 eV

Geometry as ORCA input:
```
! RIJCOSX wB97M-V def2-TZVPD def2/J DEFGRID3
* xyz 0 1
C 0.12160 0.03025 0.73195
N -2.33637 -0.12635 1.47737
O -4.11063 -1.40758 2.66402
S -1.51883 0.78533 0.44718
S -3.96451 -0.34331 1.70967
H 0.43534 0.08991 1.75163
H 0.82354 0.72832 0.09421
H 0.25359 -1.05944 0.44678
*
```

---

Formula: CH3NOS4
Source: OMol25
Level of theory: ωB97M-V/def2-TZVPD

energy above the lowest of the compared OMol25 structures with the same formula, charge and spin: 165.3 kJ/mol
gap between HOMO and LUMO: 8.158 eV

Geometry as ORCA input:
```
! RIJCOSX wB97M-V def2-TZVPD def2/J DEFGRID3
* xyz 0 1
C -0.81301 1.60612 -2.14423
N 0.62438 -0.86391 -0.08095
O -1.22485 0.63694 -2.61340
S -0.36459 -1.69655 0.78374
S 1.92251 0.18589 0.29631
S -1.84944 -0.76564 2.11246
S -0.19028 2.82852 -1.46320
H 0.54436 -2.16686 1.90136
H 2.73061 -0.26237 -0.64258
H -1.37969 0.49786 1.85049
*
```